The molecule C5H13NO2 at a distorted geometry. Source: the OMol25 dataset; level of theory: ωB97M-V with the def2-TZVPD basis set.

Geometry as XYZ:
```
21
Properties=species:S:1:pos:R:3:forces:R:3
N 2.462166 0.780808 -0.952240 -0.6 -0.1 0.8
C 1.398979 0.279900 -0.040355 0.3 -1.2 -1.7
C 1.209979 1.068348 1.210710 -0.9 0.0 1.8
O 0.916270 0.204061 2.331037 -0.4 -0.6 0.4
C 0.124064 0.023689 -0.846663 -1.2 0.6 -0.4
C -0.811598 -0.873659 -0.095073 -1.4 -1.7 1.5
C -2.114324 -1.256230 -0.838901 0.5 1.8 -0.7
O -3.065566 -0.203077 -0.597455 -0.4 -0.4 -0.1
H 3.231019 1.070739 -0.358264 0.2 0.1 -0.2
H 2.116809 1.611305 -1.418211 0.1 0.1 -0.1
H 1.679383 -0.747093 0.274633 0.3 0.6 0.0
H 0.340239 1.744063 1.145213 0.8 0.4 -0.3
H 2.156176 1.517651 1.540771 -0.3 0.6 -0.6
H 0.037859 0.342874 2.725513 0.6 0.2 -0.6
H 0.332346 -0.451569 -1.808610 0.4 0.0 0.1
H -0.533358 0.911209 -1.108906 1.2 -0.3 0.4
H -1.096597 -0.439042 0.872085 -0.3 0.5 -0.3
H -0.390225 -1.781668 0.333158 0.8 -0.4 -0.6
H -2.582196 -2.231049 -0.686259 0.4 0.0 0.4
H -1.912740 -1.162524 -1.918535 -0.1 -0.3 0.2
H -3.498688 -0.408745 0.236353 0.0 0.1 0.0
```
Forces are in eV/Å.

Charge = 0
HOMO energy = -9.6 eV
E = -10979.7941 eV
Max |F| = 2.7 eV/Å
Gap between HOMO and LUMO = 10.3 eV


A structure of composition C4H3Cl2N5O3PmYb at a distorted geometry. Source: the OMol25 dataset; level of theory: ωB97M-V with the def2-TZVPD basis set.

Geometry as XYZ:
```
19
Properties=species:S:1:pos:R:3:forces:R:3
Pm -3.168160 2.891521 -2.156361 1.9 2.7 -3.0
Yb 0.635226 -0.356883 1.892994 -1.0 -0.8 0.3
Cl -0.893504 3.334922 -1.232838 -1.6 -0.4 -0.4
Cl -1.636288 -0.698748 1.106458 1.1 0.3 0.4
C 1.477383 -2.075913 0.308829 2.0 -2.0 -3.8
C -3.882828 2.892852 0.095359 -1.4 -0.7 8.3
C -3.534646 0.712827 -1.260655 -2.7 -6.8 2.7
O 2.006975 -2.497381 -0.618409 -2.1 1.4 3.6
O -4.047360 2.729266 1.233204 0.7 1.0 -5.9
O -3.989003 -0.253140 -0.820364 2.1 4.5 -2.2
N 4.982208 0.506564 0.920856 -1.0 -0.5 -0.7
N 3.750101 0.602783 0.298331 -0.4 2.5 1.7
N 3.517637 1.646217 -0.558058 -0.8 -2.2 0.9
C 2.189934 1.730351 -0.505153 0.0 0.1 -0.1
N 1.627824 0.888754 0.383054 1.2 0.4 -0.4
N 2.658626 0.213986 0.945404 1.1 0.5 -1.2
H 5.086159 -0.416207 1.328475 0.3 -0.1 0.1
H 5.715699 0.758784 0.267660 0.3 0.0 -0.2
H 1.600243 2.413000 -1.091855 0.2 0.1 -0.1
```
Forces are in eV/Å.

Charge = +4
HOMO energy (alpha / beta) = -22.7 / -22.7 eV
E = -90871.2883 eV
Max |F| = 8.4 eV/Å
Multiplicity = 6
Gap between HOMO and LUMO (alpha / beta) = 6.2 / 6.7 eV


A structure of composition C52H43FO11S at a distorted geometry. Source: the OMol25 dataset; level of theory: ωB97M-V with the def2-TZVPD basis set.

Geometry as XYZ:
```
108
Properties=species:S:1:pos:R:3:forces:R:3
C -2.257877 -4.569923 -0.220801 0.0 -0.4 0.2
C -2.087748 -5.950093 0.438042 -0.4 0.1 0.0
C -3.402563 -6.735138 0.256355 0.6 0.1 -0.2
C -0.830885 -6.730619 -0.034491 -0.2 0.0 -0.3
C -1.104086 -7.702467 -1.196217 0.2 0.1 0.2
C 0.398170 -5.837211 -0.350745 0.4 -0.8 0.5
O 0.725216 -5.855053 -1.758756 -1.1 1.1 0.3
C 1.022604 -4.618296 -2.324313 1.5 -1.1 -0.4
C 2.369971 -4.135338 -1.777898 -0.3 0.7 -0.1
C 3.079152 -3.100092 -2.630403 0.4 0.3 0.8
F 3.425999 -3.596969 -3.873620 -0.1 -0.1 -0.2
C 0.899595 -4.898082 -3.825262 -1.2 -1.2 0.2
O 0.565863 -3.686957 -4.508905 0.3 0.5 1.4
S -0.354540 -2.834306 -3.470639 -0.3 0.6 -1.5
O 0.104691 -1.483190 -3.446004 0.1 -0.7 0.2
O -1.726993 -3.054449 -3.818146 0.6 -0.4 0.7
O 0.046998 -3.584764 -2.109103 -0.4 0.4 -0.5
H -2.071267 -4.633480 -1.293443 0.1 0.1 0.0
H -3.282721 -4.214241 -0.103120 0.0 0.0 0.1
H -1.598465 -3.839255 0.248591 0.0 0.1 -0.3
H -1.980195 -5.791863 1.516215 0.1 0.1 0.0
H -3.275686 -7.791697 0.488139 -0.2 0.0 0.2
H -3.724990 -6.653152 -0.784806 -0.1 -0.1 0.0
H -4.174320 -6.293642 0.884461 -0.1 -0.1 0.0
H -0.527999 -7.366679 0.801996 0.0 0.1 0.1
H -1.445895 -7.186601 -2.092311 0.0 0.0 -0.1
H -0.189816 -8.253164 -1.421775 0.0 0.1 -0.2
H -1.849783 -8.444547 -0.919921 0.0 0.1 0.0
H 0.297694 -4.822465 0.028877 -0.1 0.0 -0.1
H 1.256991 -6.277872 0.164969 0.0 0.1 0.0
H 2.160554 -3.641447 -0.821479 0.0 -0.1 0.0
H 3.020532 -4.978873 -1.555702 -0.1 -0.2 -0.3
H 4.008022 -2.820945 -2.122088 0.0 0.0 -0.1
H 2.504211 -2.177056 -2.732720 -0.2 -0.2 -0.3
H 0.010921 -5.540490 -3.883711 0.1 0.0 0.0
H 1.711675 -5.496318 -4.223161 0.4 0.8 -0.3
C 1.069704 -3.594157 6.134489 0.0 0.0 0.0
C 1.605687 -2.595538 6.941251 0.0 0.0 -0.1
C 2.582595 -1.749364 6.444228 -0.1 0.0 0.1
C 3.035663 -1.904143 5.139397 0.0 -0.1 -0.1
C 2.511997 -2.920569 4.336144 0.0 0.1 0.0
C 1.521590 -3.757330 4.835873 -0.1 0.0 0.1
C 3.011177 -3.133151 2.949920 -0.2 -0.1 -0.2
O 2.552239 -4.011583 2.247291 0.0 0.0 0.0
C 4.091015 -2.239840 2.447863 0.0 0.0 0.1
C 4.603782 -2.449267 1.173973 0.1 0.1 -0.2
C 5.595578 -1.617580 0.681722 0.0 0.0 0.1
C 6.076879 -0.569108 1.459373 0.0 0.0 0.0
C 5.573240 -0.358883 2.731857 0.1 0.0 -0.1
C 4.584145 -1.196795 3.233502 0.0 -0.1 -0.1
C 4.071695 -0.972869 4.613161 0.1 0.2 0.2
O 4.486301 -0.055070 5.291429 0.0 0.0 0.0
H 0.300475 -4.248658 6.522753 0.0 0.0 0.0
H 1.258360 -2.477198 7.959170 0.0 0.0 0.0
H 2.999104 -0.968204 7.065181 0.1 0.0 -0.1
H 1.111393 -4.534425 4.206044 0.1 0.0 -0.1
H 4.225390 -3.262712 0.570062 -0.1 0.0 0.1
H 5.995395 -1.782895 -0.310374 0.0 0.0 0.0
H 6.847730 0.083369 1.071167 0.0 0.0 0.0
H 5.945296 0.452930 3.341357 -0.1 0.0 0.1
C -2.471655 -0.607237 -1.676562 -0.2 0.1 0.0
C -3.275385 0.523362 -1.777110 0.1 0.1 0.2
C -3.124737 1.562348 -0.867695 0.0 -0.1 -0.1
C -2.174713 1.467713 0.145653 0.0 0.0 0.0
C -1.385461 0.320108 0.248593 -0.1 0.1 0.0
C -1.536081 -0.707515 -0.664810 0.0 -0.2 -0.1
C -0.387434 0.164608 1.332535 0.2 -0.2 0.0
O 0.302149 -0.832864 1.404493 0.1 0.0 0.1
C -0.255560 1.260890 2.326634 0.0 0.0 0.0
C 0.638588 1.111556 3.377635 0.1 0.1 0.2
C 0.787707 2.125162 4.308658 0.0 0.1 0.0
C 0.046128 3.296764 4.185908 0.0 -0.1 0.0
C -0.851026 3.448174 3.140421 0.1 0.0 0.1
C -1.012062 2.428012 2.209880 0.0 -0.1 0.0
C -2.001222 2.590758 1.104738 -0.2 0.2 -0.1
O -2.647072 3.615436 0.995696 0.0 -0.3 0.1
H -2.584326 -1.419809 -2.377113 -0.1 0.0 -0.1
H -4.014169 0.596420 -2.564045 0.0 0.0 0.0
H -3.740675 2.447959 -0.941731 0.1 0.0 0.1
H -0.915650 -1.589547 -0.579002 0.0 0.1 0.1
H 1.213434 0.198928 3.464175 0.0 0.0 -0.1
H 1.483048 2.005286 5.129662 0.0 0.0 0.0
H 0.167443 4.091704 4.910011 0.0 0.0 0.0
H -1.431152 4.355552 3.044032 -0.1 0.0 -0.1
C -2.703266 6.526747 0.305458 0.0 0.3 0.0
C -1.773151 7.458670 0.756320 0.0 0.0 -0.1
C -1.253813 8.404914 -0.111871 0.0 -0.1 0.1
C -1.654860 8.418472 -1.442247 -0.1 -0.1 0.0
C -2.573283 7.470585 -1.901304 0.1 0.1 0.0
C -3.100972 6.533712 -1.021122 0.0 0.0 0.1
C -2.986305 7.437487 -3.330716 -0.2 -0.2 -0.1
O -3.788912 6.619730 -3.732077 0.0 0.0 0.0
C -2.382584 8.432767 -4.260168 0.1 0.1 0.0
C -2.713254 8.388683 -5.609383 0.0 0.0 -0.1
C -2.170604 9.314148 -6.484664 0.0 0.0 0.0
C -1.300821 10.293294 -6.015388 0.0 0.0 0.0
C -0.964464 10.339225 -4.673069 0.0 0.0 -0.1
C -1.497233 9.405396 -3.792332 -0.1 -0.1 0.0
C -1.100453 9.451511 -2.357258 0.2 0.2 0.1
O -0.341934 10.307784 -1.949386 0.0 0.0 0.0
H -3.110874 5.797111 0.983183 0.0 -0.1 0.0
H -1.452596 7.445754 1.790280 0.0 0.0 0.0
H -0.534754 9.133727 0.236079 0.0 0.1 -0.1
H -3.818440 5.808548 -1.379143 0.0 0.0 -0.1
H -3.392427 7.627710 -5.968050 0.0 0.0 0.1
H -2.425859 9.275234 -7.535539 0.0 0.0 0.0
H -0.882679 11.019431 -6.700171 0.0 0.0 0.0
H -0.286036 11.095366 -4.303026 0.0 0.0 0.1
```
Forces are in eV/Å.

Charge = 0
HOMO energy = -9.5 eV
E = -90697.8571 eV
Max |F| = 1.9 eV/Å
Gap between HOMO and LUMO = 8.3 eV


- Which of these has the highest E?
  C5H13NO2